1.
DFT (wB97M-V/def2-TZVPD) results for a cluster of 2 separate species, C11H15N in total.

Structure (XYZ):
```
27
Properties=species:S:1:pos:R:3:nbo_charge:R:1
C 2.2856 1.2705 0.3696 -0.64
C 0.7965 1.4368 0.5970 -0.06
C -0.1678 2.1996 -0.1106 -0.07
N -1.4275 1.8069 0.3489 -0.53
C -1.3311 0.6694 1.1349 0.13
C -2.1939 -0.1993 1.7211 -0.24
C -1.6945 -1.3133 2.3739 -0.21
C -0.3075 -1.5569 2.6302 -0.24
C 0.5744 -0.5744 2.2783 -0.19
C 0.0528 0.5274 1.5201 -0.09
H 2.7242 2.2434 0.1291 0.22
H 2.5645 0.6234 -0.4280 0.22
H 2.7072 0.7789 1.2580 0.22
H 0.0585 3.1547 -0.5991 0.22
H -2.1607 2.3421 0.0255 0.41
H -3.3136 -0.1663 1.5397 0.22
H -2.2623 -2.1585 2.7200 0.21
H -0.0372 -2.4854 3.0943 0.21
H 1.6888 -0.7368 2.5118 0.22
C 0.5865 -0.5513 -2.4692 -0.62
C -0.2342 -1.4018 -3.3355 -0.61
H 1.4608 -1.1602 -2.1099 0.20
H 1.0650 0.2185 -3.0077 0.20
H 0.1215 -0.0321 -1.5628 0.22
H -0.0493 -1.3090 -4.3486 0.20
H -0.1699 -2.4920 -3.0449 0.20
H -1.3368 -1.1342 -3.2360 0.20
```

Properties
LUMO in eV: 0.953
HOMO level in eV: -7.64
HOMO-LUMO gap in eV: 8.6


2.
DFT (wB97M-V/def2-TZVPD) results for a structure of composition C37H32N6O2S2Ta.

Structure (XYZ):
```
80
Properties=species:S:1:pos:R:3:mulliken_charge:R:1
Ta -0.9515 0.5286 -0.9236 0.98
C 2.2209 2.6693 1.2370 -1.28
C 1.6803 2.8901 2.4447 -0.22
C 0.2967 2.6424 2.6718 -0.69
C -0.4744 2.1798 1.6607 0.16
N 0.0610 1.8246 0.4080 -0.29
C 1.4364 2.0539 0.1779 0.17
N -1.8465 2.2032 1.8747 -0.44
C -2.7382 2.0403 0.9910 -0.05
N -2.5709 1.6326 -0.3557 -0.08
C -3.7950 1.6651 -0.9925 0.27
N -4.0445 1.4582 -2.2357 -0.52
C -3.0757 1.3141 -3.1927 0.51
C -3.5303 1.4353 -4.5164 -0.57
C -2.6513 1.3981 -5.5636 -0.35
C -1.2901 1.2372 -5.2948 -1.02
C -0.8957 1.0855 -3.9967 -0.35
N -1.7547 1.1046 -2.9398 -0.37
C -4.8215 2.0241 -0.0038 0.05
C -6.1895 2.1736 -0.1416 -0.16
C -6.9003 2.5513 0.9896 -0.66
C -6.2540 2.7814 2.2051 -0.63
C -4.8777 2.6412 2.3298 -0.23
C -4.1797 2.2516 1.2023 0.23
H 3.2477 2.9126 1.0054 0.57
H 2.2769 3.3300 3.2339 0.52
H -0.1874 2.9255 3.5928 0.55
H 1.6362 2.4495 -0.8152 0.35
H -4.5918 1.5738 -4.6545 0.52
H -3.0052 1.4988 -6.5808 0.44
H -0.5519 1.2161 -6.0826 0.48
H 0.1439 0.9328 -3.7547 0.46
H -6.6763 2.0000 -1.0912 0.55
H -7.9734 2.6737 0.9302 0.42
H -6.8391 3.0778 3.0654 0.42
H -4.3670 2.8253 3.2649 0.56
C -2.7578 -3.9802 -0.8374 -1.65
C -2.0675 -2.6894 -0.4890 0.90
S -1.9862 -1.4754 -1.7552 -0.38
C -1.5696 -2.3992 0.7153 0.24
C -1.6777 -3.2761 1.9264 -1.39
S -0.7635 -0.8556 0.9618 0.16
H -3.1914 -3.9346 -1.8337 0.42
H -3.5603 -4.1971 -0.1318 0.39
H -2.0550 -4.8152 -0.8151 0.36
H -1.8882 -4.3071 1.6471 0.41
H -2.4827 -2.9272 2.5777 0.33
H -0.7584 -3.2540 2.5082 0.17
C 2.9631 -0.2433 4.6557 -1.62
C 2.9366 -1.0124 3.3638 1.15
C 2.1152 -2.1263 3.2372 -1.07
C 2.0674 -2.8486 2.0552 -0.94
C 2.8423 -2.4570 0.9806 -0.55
C 3.6673 -1.3452 1.0997 -0.03
N 4.5079 -0.9767 0.0006 0.11
C 4.1519 -1.2273 -1.3039 0.42
C 5.0720 -1.8613 -2.1529 -1.17
C 4.7463 -2.1837 -3.4492 -0.59
C 3.4759 -1.9042 -3.9605 -0.92
C 2.5761 -1.2421 -3.1657 -0.77
C 2.9014 -0.8537 -1.8509 0.58
C 1.9909 0.0635 -1.1943 1.52
O 2.2566 0.5995 -0.0790 -0.20
O 0.9011 0.4187 -1.8092 -0.32
C 3.7322 -0.6111 2.2828 1.30
C 4.6595 0.5641 2.4041 -1.91
H 2.3426 -0.7276 5.4073 0.42
H 2.5858 0.7728 4.5150 0.21
H 3.9758 -0.1602 5.0539 0.37
H 1.5162 -2.4357 4.0856 0.33
H 1.4459 -3.7310 1.9745 0.66
H 2.8320 -3.0274 0.0600 0.46
H 5.4901 -1.1294 0.1806 0.37
H 6.0416 -2.1330 -1.7537 0.44
H 5.4777 -2.6870 -4.0681 0.40
H 3.2121 -2.1948 -4.9671 0.45
H 1.5949 -0.9969 -3.5466 0.40
H 4.8933 0.9781 1.4249 0.40
H 5.6001 0.2760 2.8828 0.38
H 4.2204 1.3524 3.0130 0.50
```

Properties
Total charge: +1
LUMO in eV: -3.600
HOMO level in eV: -10.22
HOMO-LUMO gap in eV: 6.6


3.
DFT (wB97M-V/def2-TZVPD) results for a cluster of 2 separate species, C5H8O2 in total.

Structure (XYZ):
```
15
Properties=species:S:1:pos:R:3:nbo_charge:R:1
C -1.2199 1.3969 -0.3227 -0.65
C -0.0135 0.7827 -0.9258 0.01
C 1.2184 0.8872 -1.3455 -0.23
C 0.6194 -0.4633 -1.4280 0.06
O 1.0056 -1.5110 -0.5691 -0.74
H -1.0659 2.4584 -0.1082 0.23
H -2.0792 1.2930 -0.9946 0.23
H -1.4775 0.8898 0.6141 0.22
H 2.0968 1.5021 -1.4859 0.22
H 0.3321 -0.9116 -2.3812 0.16
H 1.3152 -1.1040 0.2581 0.48
C -0.1962 -1.3156 2.1729 0.27
O 0.7840 -0.6082 2.1173 -0.52
H -0.4862 -1.9566 1.3225 0.14
H -0.8332 -1.3397 3.0761 0.11
```

Properties
LUMO in eV: 0.512
HOMO level in eV: -9.10
HOMO-LUMO gap in eV: 9.6


4.
DFT (wB97M-V/def2-TZVPD) results for a structure of composition C4H6HgLiO2.

Structure (XYZ):
```
14
Properties=species:S:1:pos:R:3:lowdin_spin:R:1
O 1.0245 0.3462 1.2133 0.31
C 0.4060 0.6878 2.3462 0.30
C -0.7212 1.5275 2.3279 0.05
Li 0.9924 -1.6169 2.0380 0.02
Hg -0.5767 0.3637 -0.0420 0.24
H -0.7982 2.3136 1.5488 0.01
H -1.2143 1.8056 3.2647 0.00
C -1.7759 -1.7809 1.3835 0.01
C -2.5510 -0.7178 1.7963 0.04
O -0.8767 -2.4098 2.2311 0.01
H -1.9913 -2.4537 0.5509 0.00
H -3.3906 -0.4266 1.1607 0.00
H -2.6440 -0.5048 2.8667 0.00
H -1.1626 -2.3215 3.1491 0.00
```

Properties
2S+1: 2
LUMO (spin up / spin down) in eV: -0.615 / -0.670
HOMO level (spin up / spin down) in eV: -6.43 / -6.44
<S²>: 0.77
HOMO-LUMO gap (spin up / spin down) in eV: 5.8 / 5.8


5.
DFT (wB97M-V/def2-TZVPD) results for the molecule C6H10.

Structure (XYZ):
```
16
Properties=species:S:1:pos:R:3:nbo_charge:R:1
C -0.1334 2.2427 -1.7638 -0.27
C -0.1911 1.4307 -0.8819 0.02
C -0.2714 0.4352 0.2082 -0.30
C -1.7355 0.1958 0.5851 -0.58
C 0.4068 -0.8853 -0.2127 -0.39
C 1.6890 -1.1868 0.5595 -0.61
H -0.0858 2.9628 -2.5487 0.24
H 0.2231 0.8629 1.0886 0.22
H -2.2720 1.1401 0.7314 0.22
H -2.2644 -0.3689 -0.1911 0.21
H -1.7987 -0.3734 1.5192 0.21
H -0.2788 -1.7292 -0.0658 0.20
H 0.6445 -0.8808 -1.2850 0.22
H 1.6189 -2.1753 1.0270 0.21
H 1.9007 -0.4606 1.3489 0.20
H 2.5480 -1.2099 -0.1190 0.21
```

Properties
LUMO in eV: 1.162
HOMO level in eV: -9.91
HOMO-LUMO gap in eV: 11.1


6.
DFT (wB97M-V/def2-TZVPD) results for a cluster of 8 separate species, C6H21NO7 in total.

Structure (XYZ):
```
35
Properties=species:S:1:pos:R:3:nbo_charge:R:1
C 0.4156 3.1557 -0.4299 -0.40
C -0.1198 2.2352 -1.2178 -0.22
C -0.8848 1.0735 -0.7782 -0.23
C -1.6389 0.1878 -1.5985 -0.29
C -2.1557 -0.8016 -0.7916 -0.07
N -1.7515 -0.5537 0.4920 -0.50
C -0.9716 0.5610 0.5156 -0.09
H 0.9780 4.0065 -0.7966 0.21
H 0.3073 3.1194 0.6520 0.19
H -0.0310 2.3008 -2.2991 0.23
H -1.8036 0.2545 -2.6625 0.23
H -2.8091 -1.6246 -1.0160 0.22
H -1.8612 -1.1552 1.3074 0.47
H -0.5743 0.9355 1.4442 0.24
O 2.7917 -1.0250 1.7169 -0.97
H 2.4782 -0.8012 0.8083 0.49
H 2.7869 -1.9936 1.7192 0.50
O -3.6297 2.5094 -0.1845 -0.93
H -2.9018 2.9261 -0.6592 0.47
H -3.2670 1.6406 0.0015 0.47
O 1.2290 -2.9066 0.2735 -0.99
H 1.0418 -3.7174 -0.2128 0.49
H 1.3137 -2.1566 -0.3440 0.51
O 0.7205 -0.3097 3.3075 -0.99
H 1.0276 -0.3978 4.2124 0.48
H 1.5205 -0.4539 2.7457 0.51
O 1.7107 -0.4085 -0.8426 -1.01
H 2.3611 0.3027 -0.9251 0.51
H 0.8632 0.0237 -0.5838 0.52
O -0.7056 -2.3762 2.2135 -1.02
H -0.0329 -2.6584 1.5577 0.49
H -0.2773 -1.6728 2.7571 0.50
O 1.3876 0.2919 -3.5379 -0.97
H 1.3567 -0.1425 -2.6608 0.48
H 1.1260 -0.3691 -4.1837 0.47
```

Properties
LUMO in eV: 0.156
HOMO level in eV: -8.57
HOMO-LUMO gap in eV: 8.7


Across the entries above, M takes the values 161.25 837.78 100.12 293.62 82.15 219.23 Da, respectively.
Across the entries above, F_max takes the values 4.34 0.75 0.59 5.05 0.73 0.83 eV/Å, respectively.